# 1
31
Properties=species:S:1:pos:R:3:forces:R:3:nbo_charge:R:1 method="wB97M-V/def2-TZVPD" lumo_ev=-11.854 charge=+1 spin_multiplicity=1 max_force_ev_per_a=2.902 total_energy_ev=-72223.3155 homo_lumo_gap_ev=2.3
Tl 1.041585 0.383691 -0.529970 0.229 -0.649 -1.501 1.11
B 1.510445 1.189059 -4.084942 1.461 0.790 -1.512 1.33
F 0.534968 0.609863 -3.281950 -1.000 -0.474 1.374 -0.56
F 2.765476 1.042102 -3.467273 0.171 -0.108 0.956 -0.51
F 1.621216 0.503277 -5.299446 -0.541 0.146 0.235 -0.47
F 1.268071 2.554152 -4.258947 -0.258 -0.504 0.123 -0.49
C -1.618240 -0.613385 3.866866 -0.814 -0.473 1.517 0.81
F -2.634573 -0.217399 4.634690 0.645 0.353 -0.863 -0.27
F -0.469600 -0.184882 4.363386 -0.201 0.118 -0.643 -0.28
F -1.634539 -1.934412 3.874569 0.263 0.313 -0.763 -0.27
S -1.917357 0.020316 2.055372 -0.893 -1.813 0.389 2.08
O -1.903431 -1.117975 1.202350 1.146 0.149 0.129 -0.84
O -3.131928 0.790091 2.007105 0.839 0.806 0.370 -0.74
N -0.593274 1.095780 1.712087 -2.273 -0.495 -0.266 -0.91
S -1.068001 2.456151 2.383956 -0.099 2.893 0.204 2.10
O -1.902706 3.274232 1.511808 0.699 -1.018 0.383 -0.66
O -1.383442 2.404813 3.777573 -0.144 -0.431 -0.134 -0.77
C 0.610859 3.381313 2.365117 -0.079 2.266 1.219 0.83
F 0.411102 4.635183 2.776818 -0.831 -0.642 -0.702 -0.26
F 1.335335 2.849592 3.315665 0.758 -1.108 -0.819 -0.26
F 1.071711 3.420676 1.140279 0.597 -0.789 0.128 -0.26
C -0.162801 -2.755134 -2.126136 -0.586 0.999 -0.201 -0.11
C 1.315845 -2.938559 -2.202738 -0.301 -0.395 -0.625 -0.11
O 1.994146 -1.695371 -2.286028 -0.126 0.467 0.892 -0.66
O -0.481786 -2.089154 -0.880829 0.223 -0.502 -0.547 -0.72
H -0.705281 -3.695612 -2.238513 0.281 -0.264 0.466 0.22
H -0.569188 -2.157578 -2.950358 0.340 0.250 -0.087 0.22
H 1.544120 -3.449712 -3.145285 0.079 -0.445 0.285 0.22
H 1.585560 -3.517428 -1.314333 0.489 -0.097 -0.189 0.20
H 2.945556 -1.874288 -2.253215 -0.021 0.197 -0.143 0.51
H -1.379840 -2.369405 -0.667691 -0.057 0.462 0.327 0.51

# 2
81
Properties=species:S:1:pos:R:3:forces:R:3:mulliken_charge:R:1 method="wB97M-V/def2-TZVPD" de_lowest_kj_mol=22.9 lumo_ev=-2.948 spin_multiplicity=1 max_force_ev_per_a=2.753 total_energy_ev=-54675.3948 homo_lumo_gap_ev=3.7
C -5.455410 0.318052 -4.425354 0.155 -0.192 0.112 -1.12
N -5.033676 0.112878 -3.031465 0.503 0.960 -0.572 0.29
C -5.587067 -1.068022 -2.450014 -0.514 -0.864 0.748 -0.15
C -5.312627 -2.310891 -3.047242 0.111 0.378 0.290 0.06
C -5.820704 -3.485142 -2.500206 -0.264 0.166 0.111 -0.75
C -6.692245 -3.421436 -1.404714 0.121 0.181 -0.063 -0.36
C -7.012761 -2.182414 -0.836015 0.191 -0.202 -0.176 -0.70
C -6.442073 -1.011911 -1.338751 0.221 0.009 -0.467 -0.08
C -3.770810 0.573680 -2.616352 -0.290 -0.588 0.468 0.71
C -3.601945 1.002348 -1.278812 -0.055 -0.185 0.026 -0.56
C -2.370978 1.393723 -0.809056 0.209 0.079 0.265 -0.53
C -1.194535 1.269989 -1.608467 0.205 0.130 -0.049 0.47
C 0.068085 1.523000 -0.998104 -0.824 0.262 -1.107 -0.41
C 1.333337 1.147426 -1.539944 1.038 -0.576 -0.131 0.66
C 2.492768 1.914854 -1.208738 -0.735 -0.175 0.103 -0.98
C 3.734071 1.593513 -1.718988 0.186 -0.388 -0.182 -0.36
C 3.900538 0.461517 -2.547127 -0.394 0.133 0.093 0.15
N 5.213455 0.081978 -2.946649 0.547 0.902 -0.479 0.35
C 5.616627 0.511360 -4.293538 -0.226 -0.027 0.224 -0.91
C 5.813084 -1.128178 -2.484409 -0.104 -0.688 0.462 -0.08
C 5.561826 -2.345381 -3.129699 -0.035 0.064 0.420 0.02
C 6.049331 -3.537013 -2.589428 0.275 0.171 0.033 -0.72
C 6.886555 -3.503828 -1.466513 -0.108 0.153 -0.042 -0.37
C 7.206485 -2.279558 -0.861647 -0.138 -0.239 -0.265 -0.59
C 6.656981 -1.100506 -1.358591 -0.339 0.057 -0.438 -0.17
C 2.757686 -0.256135 -2.954508 0.201 -0.057 0.351 -0.21
C 1.521081 0.008655 -2.384642 -0.182 0.594 -0.037 -1.02
C -1.388123 0.908860 -2.988532 -0.156 -0.310 0.039 -0.88
C -2.642970 0.574810 -3.474635 0.417 0.237 -0.112 -0.33
H -5.162613 1.308298 -4.784627 0.052 -0.148 0.150 0.39
H -5.048270 -0.451776 -5.090929 -0.048 0.147 -0.123 0.42
H -6.549859 0.248517 -4.459834 0.295 0.024 0.043 0.30
H -4.688434 -2.330923 -3.941519 -0.049 -0.130 0.291 0.29
H -5.542995 -4.445377 -2.938293 -0.185 0.270 0.122 0.35
H -7.123523 -4.340865 -1.002067 0.153 0.335 -0.097 0.37
H -7.710536 -2.126005 0.000092 0.249 -0.034 -0.202 0.36
H -6.670118 -0.037626 -0.908694 0.003 -0.256 -0.031 0.41
H -4.458915 1.016178 -0.607010 0.220 0.039 -0.199 0.32
H -2.262810 1.754451 0.216554 -0.187 -0.339 -0.159 0.15
H 0.079076 2.157061 -0.107285 -0.032 -0.369 -0.157 0.65
H 2.363331 2.754782 -0.524085 0.136 -0.156 -0.190 0.42
H 4.617517 2.181768 -1.469148 -0.244 -0.209 0.034 0.47
H 6.681536 0.294568 -4.429612 -0.252 0.059 0.032 0.33
H 5.040797 0.000575 -5.079218 0.118 0.060 -0.045 0.36
H 5.458097 1.590734 -4.394529 0.036 -0.162 -0.020 0.30
H 4.955316 -2.343680 -4.035546 0.058 -0.110 0.242 0.32
H 5.775294 -4.487723 -3.051622 0.208 0.275 0.131 0.34
H 7.294473 -4.434691 -1.064667 -0.166 0.326 -0.121 0.37
H 7.879211 -2.245311 -0.002936 -0.234 -0.046 -0.247 0.35
H 6.872144 -0.132413 -0.906735 -0.062 -0.261 -0.027 0.40
H 2.858467 -1.050652 -3.695825 0.036 0.005 0.470 0.30
H 0.694932 -0.681110 -2.561946 0.156 0.309 -0.022 0.64
H -0.536667 0.900252 -3.673735 -0.303 -0.012 0.277 0.59
H -2.753813 0.237325 -4.510943 0.054 0.309 0.397 0.35
C 3.548442 3.615948 2.834346 0.588 0.322 -0.172 -1.06
C 2.626334 2.808525 3.696501 0.155 0.254 -0.538 -0.21
O 1.452804 2.653235 2.864634 0.711 0.008 0.562 -0.26
C 0.577287 1.795517 3.457778 -0.534 -0.775 0.336 0.32
C -0.568426 1.548167 2.620194 0.429 -0.127 0.737 0.00
C -1.686607 0.786708 3.002342 0.433 0.412 -0.262 0.54
O -2.594236 0.462985 2.205510 -0.141 -0.119 0.211 -0.75
C -1.784349 0.354093 4.453583 -0.496 -0.341 0.266 0.58
C -1.614830 1.250583 5.527188 -0.479 -0.288 0.093 -0.24
C -1.774588 0.815014 6.840486 0.111 -0.724 -0.048 -0.54
C -1.993016 -0.562579 7.081982 0.059 0.665 -2.032 -0.01
N -1.975419 -1.064064 8.412577 -0.151 -0.997 2.561 0.92
O -2.084125 -2.304449 8.573404 0.221 2.322 -0.079 -0.60
O -1.851529 -0.251267 9.359630 -0.228 -1.591 -1.702 -0.60
C -2.180373 -1.464319 6.010219 0.126 0.432 0.505 -0.48
C -2.121860 -0.987979 4.704344 0.207 0.328 0.163 -0.50
O 0.879013 1.341708 4.563749 -0.540 0.117 -0.709 -0.71
H 4.484226 3.849124 3.354235 -0.125 -0.014 -0.052 0.42
H 3.798683 3.038798 1.935040 -0.024 0.206 0.070 0.13
H 3.067062 4.555983 2.543297 0.144 -0.126 -0.030 0.27
H 3.066895 1.827343 3.929364 -0.304 0.355 0.044 0.31
H 2.379632 3.332848 4.632369 -0.021 -0.313 -0.301 0.29
H -0.492837 1.884929 1.597152 -0.178 0.118 0.204 -0.44
H -1.371365 2.302069 5.343059 -0.158 -0.515 -0.015 0.40
H -1.685066 1.494566 7.687884 0.047 -0.234 -0.299 0.43
H -2.353165 -2.517875 6.223014 0.023 0.336 -0.030 0.43
H -2.296184 -1.668174 3.862445 0.096 0.379 0.348 0.38

# 3
75
Properties=species:S:1:pos:R:3:forces:R:3:mulliken_charge:R:1 method="wB97M-V/def2-TZVPD" de_lowest_kj_mol=218.0 lumo_ev="-10.500 / -10.501" charge=+3 spin_multiplicity=1 max_force_ev_per_a=3.754 total_energy_ev=-118881.6872 homo_lumo_gap_ev="5.9 / 5.9"
Ta 0.011784 0.274469 -0.196434 1.079 -3.590 -0.052 1.65
C 1.558788 3.902594 -0.899276 0.142 -0.308 0.365 -1.14
C 0.539230 3.227333 -0.038233 -0.776 0.704 1.219 0.67
C -0.668905 3.732592 0.454298 -0.060 0.530 0.736 -1.61
C -1.214708 2.809000 1.381750 0.845 1.112 -1.789 0.73
C -2.431419 2.933648 2.182025 -1.517 -0.164 0.740 -0.91
N -0.362569 1.726731 1.440157 0.876 1.699 -1.606 0.58
N 0.780951 2.002812 0.546367 -1.442 -0.050 1.345 -0.26
B -0.336882 0.805582 2.680631 -0.307 -1.988 0.924 0.69
N 0.824194 -0.271064 2.524277 -0.776 -0.310 -1.725 0.09
N 0.878816 -1.076059 1.286109 0.939 0.911 1.619 0.15
C 1.961801 -1.918871 1.471543 -1.093 1.271 -0.004 0.54
C 2.204187 -3.089472 0.612921 0.720 1.161 -1.627 -1.33
C 2.597206 -1.619696 2.636295 -0.161 0.359 0.815 -1.23
C 1.838670 -0.627867 3.310533 1.103 -0.036 -0.288 0.67
C 2.224945 0.025798 4.607320 0.723 0.745 0.445 -1.37
N -1.765183 0.086130 2.464997 1.861 -1.002 -2.788 0.18
N -1.709743 -0.669433 1.157023 0.577 0.946 1.652 -0.33
C -2.159277 -1.904092 1.453614 -0.484 0.742 0.584 0.53
C -2.272366 -3.026248 0.461617 0.476 0.193 0.608 -0.64
C -2.598137 -1.980616 2.806748 0.820 1.549 -0.710 -1.58
C -2.319748 -0.725771 3.366130 -0.803 -0.792 0.378 0.97
C -2.664032 -0.186700 4.735016 1.439 -1.022 -0.391 -1.22
H 1.382926 3.671571 -1.942210 -0.133 0.191 -0.383 0.29
H 1.602196 4.997291 -0.735451 -0.293 -0.679 -0.113 0.44
H 2.526103 3.462327 -0.654197 -0.042 0.424 -0.086 0.32
H -1.055084 4.759311 0.285533 0.236 -1.034 -0.038 0.54
H -3.350930 3.218475 1.586350 1.105 -0.636 0.106 0.39
H -2.612435 1.949939 2.712544 -0.080 1.776 -0.416 -0.07
H -2.390865 3.835133 2.839135 0.390 -0.801 -0.041 0.41
H -0.223015 1.342852 3.742800 -0.159 0.117 -0.306 -0.15
H 3.010797 -2.877954 -0.169694 -0.704 -0.640 1.317 0.20
H 2.365008 -3.938764 1.263067 0.367 -0.321 -0.346 0.47
H 1.298167 -3.192212 0.047966 -0.502 -0.650 -0.421 0.22
H 3.520459 -2.097304 2.927805 -0.200 0.017 0.469 0.58
H 3.145317 0.678977 4.393163 -1.175 -1.048 0.427 0.29
H 1.466619 0.702222 5.045005 0.264 -0.468 -0.452 0.24
H 2.482771 -0.725754 5.399007 -0.087 0.595 -0.916 0.43
H -1.874583 -2.694695 -0.521862 -0.325 -0.573 0.739 -0.22
H -1.664588 -3.865865 0.912845 -0.802 0.607 -0.898 0.33
H -3.348286 -3.285361 0.395928 0.731 -0.191 -0.181 0.43
H -3.059303 -2.812101 3.292807 -0.209 -0.273 0.103 0.57
H -1.733644 0.196465 5.218695 -0.719 -0.610 -0.001 0.25
H -3.321412 0.656246 4.681380 -0.640 0.342 -0.164 0.32
H -3.129418 -1.035638 5.240040 0.153 0.521 0.546 0.38
Br -5.982964 -0.651716 -4.328563 1.009 0.200 -0.021 -0.08
C -4.211193 -0.129276 -3.761679 -0.879 -3.618 -0.481 -0.08
C -3.948754 1.209353 -3.715069 1.843 0.450 1.585 -0.66
C -2.944731 1.647107 -2.810493 0.240 -0.321 -1.248 -0.51
C -2.074070 0.713676 -2.287101 -0.956 0.006 1.196 0.26
O -1.351363 1.147518 -1.188071 0.048 -1.072 -2.055 -0.04
C -2.153590 -0.719360 -2.652066 -0.782 0.518 0.682 1.52
C -1.149555 -1.628195 -2.371868 2.037 0.729 0.160 -2.20
N 0.084988 -1.120826 -1.907995 -3.497 0.220 0.899 0.68
C 1.179661 -1.254750 -2.723210 2.031 -1.545 0.066 0.27
C 1.293429 -1.953966 -3.936210 -0.128 0.762 1.154 -0.75
C 2.460345 -1.804981 -4.686278 1.295 -0.434 -1.603 -0.74
C 3.594564 -1.162469 -4.210051 -0.957 -0.807 0.044 -0.82
C 3.515365 -0.503364 -2.963339 -0.075 0.889 0.308 0.56
C 4.472562 0.478441 -2.561978 -0.025 -1.429 0.556 -0.51
C 4.282975 1.167381 -1.387153 0.115 0.586 0.264 -1.04
C 3.070893 1.137555 -0.709315 -0.161 -2.457 -0.702 -0.58
N 2.081710 0.284039 -1.117843 -0.067 0.073 0.238 -0.13
C 2.324164 -0.618373 -2.183634 -0.032 2.589 -0.593 0.58
C -3.324104 -1.163079 -3.346277 -1.201 2.193 0.140 -1.01
H -4.543770 1.866063 -4.289839 -0.670 0.824 -0.177 0.54
H -2.781080 2.699260 -2.568811 -0.261 -0.331 -0.062 0.53
H -1.243856 -2.711365 -2.634422 0.193 1.022 -0.088 0.76
H 0.513533 -2.624805 -4.257530 -0.273 0.253 -0.388 0.54
H 2.544444 -2.179860 -5.751870 -0.387 0.027 1.593 0.37
H 4.508398 -1.273976 -4.784647 -0.029 0.629 0.088 0.45
H 5.395720 0.539207 -3.124096 0.007 0.243 -0.017 0.46
H 5.034884 1.777645 -0.903747 0.252 0.127 -0.536 0.53
H 2.999166 1.676456 0.231608 -0.451 -0.215 -0.313 1.02
H -3.602211 -2.219298 -3.474553 0.406 0.562 -0.082 0.54

# 4
19
Properties=species:S:1:pos:R:3:forces:R:3:nbo_charge:R:1 method="wB97M-V/def2-TZVPD" de_lowest_kj_mol=226.0 lumo_ev=-0.185 spin_multiplicity=1 max_force_ev_per_a=3.336 total_energy_ev=-32239.0174 homo_lumo_gap_ev=7.3
C 3.531415 -0.316224 0.096116 -2.410 -0.563 0.010 -0.93
C -0.331221 0.233396 0.693704 1.751 -1.487 1.292 -0.56
C -1.489420 -0.695081 1.005654 -1.254 1.140 -0.006 -0.43
C -0.553259 0.577528 -0.641293 -1.200 1.629 -2.653 0.34
C -2.350768 -0.944175 -0.287048 1.287 0.740 -0.567 -0.22
N -1.592427 0.025170 -1.231224 1.137 -0.567 0.836 -0.49
O 1.826270 0.226650 -1.729267 -0.433 -0.142 -0.116 -1.00
S 2.929578 0.821805 -0.934468 1.508 -1.235 0.153 1.28
Cl 1.768913 2.416592 0.397284 -0.538 1.053 0.541 -0.67
H 2.783298 -1.140162 0.314459 0.950 0.657 -0.572 0.19
H 3.961768 0.019782 1.019269 0.851 0.402 0.001 0.22
H -0.266938 1.183945 1.237511 -0.135 -0.218 0.197 0.31
H 0.758404 -0.147634 0.788637 -1.636 0.305 -0.113 0.32
H -1.212379 -1.483202 1.621171 0.436 -1.996 0.494 0.24
H -2.131004 -0.108560 1.642013 -0.411 0.134 0.380 0.22
H -1.847316 0.246729 -2.198498 0.069 -0.183 0.656 0.44
H -0.028153 1.477188 -0.967509 -0.015 -0.533 -0.878 0.29
H -2.479657 -2.008904 -0.694031 0.335 1.782 0.553 0.24
H -3.277103 -0.384842 -0.132481 -0.293 -0.920 -0.206 0.21